14
Properties=species:S:1:pos:R:3:forces:R:3 method="wB97M-V/def2-TZVPD" homo_lumo_gap_ev=9.711 lumo_energy_ha=0.003 e_homo_ha=-0.3540 total_energy_ev=-28894.0220 smiles="S[C@@H]1C=NN=C[C@@H]1S"
S -0.98867 -0.43856 2.05672 -0.6 0.1 -0.5
C 0.03967 0.44196 0.85196 0.0 0.1 -0.2
C -0.81349 1.32562 -0.02346 0.7 0.1 -0.7
N -0.39560 1.82102 -1.12629 -0.5 -0.2 0.7
N 0.94718 1.60848 -1.47478 0.1 0.0 0.0
C 1.49847 0.54099 -1.06707 -0.2 -0.2 0.2
C 0.88102 -0.42859 -0.08597 0.5 -0.2 0.5
S -0.02110 -1.70107 -1.02846 -0.1 -0.1 0.2
H -0.03674 -0.64604 2.93860 0.5 -0.1 0.5
H 0.72202 1.09290 1.40763 0.1 0.0 0.0
H -1.83159 1.53012 0.23946 -0.5 0.1 0.1
H 2.49494 0.34860 -1.41244 0.5 -0.1 -0.2
H 1.69690 -0.92776 0.49079 -0.6 0.4 -0.5
H -0.38445 -2.45008 0.03845 0.1 0.2 -0.2

34
Properties=species:S:1:pos:R:3:forces:R:3 method="wB97M-V/def2-TZVPD" charge=+3 homo_lumo_gap_ev="6.356 / 6.356" lumo_energy_ha="-0.491 / -0.491" e_homo_ha="-0.7248 / -0.7248" total_energy_ev=-95294.8027
Rh -0.15341 0.75634 0.54260 0.2 -0.2 0.3
C 4.12878 1.14790 0.83559 0.0 0.0 0.0
C 2.75878 0.60646 0.98534 0.0 0.0 0.1
O 1.76636 1.31209 0.62281 0.1 0.0 0.0
N 2.55414 -0.60607 1.49572 0.0 0.0 0.0
C 1.22632 -1.13003 1.74080 0.0 0.1 0.0
C 0.49605 -0.42130 2.86982 -0.1 -0.2 -0.1
C 0.53352 -0.80546 4.18973 0.1 0.1 0.0
C -0.15607 -0.03482 5.12469 0.0 0.0 0.0
C -0.87282 1.07737 4.70510 0.0 0.0 0.0
C -0.90774 1.39688 3.35975 0.0 0.0 0.0
N -0.22771 0.64259 2.48679 -0.1 0.1 -0.1
H 4.23788 1.57533 -0.16090 0.0 0.0 0.0
H 4.89282 0.39295 1.00653 0.0 0.0 0.0
H 4.25779 1.95952 1.55685 0.0 0.0 0.0
H 3.35420 -1.18219 1.72649 0.0 0.0 0.0
H 1.28646 -2.19934 1.94534 0.0 0.0 0.0
H 0.64013 -1.14219 0.76334 -0.1 0.1 0.0
H 1.09121 -1.68507 4.48619 0.0 0.0 0.0
H -0.13678 -0.30855 6.17228 0.0 0.0 0.0
H -1.41706 1.69681 5.40532 0.0 0.0 0.0
H -1.46689 2.24048 2.98344 0.0 0.0 0.0
O -5.93786 1.27974 -1.09802 0.0 0.0 0.0
C -4.73987 0.98148 -0.68821 0.0 0.0 0.0
C -4.28466 -0.31898 -0.39055 0.0 0.0 0.0
C -2.99521 -0.51534 0.02848 0.0 0.0 0.0
N -2.13799 0.52445 0.17164 0.0 -0.2 0.0
C -2.61016 1.74100 -0.11923 0.0 0.0 0.0
Br -1.09682 2.92893 0.14428 -0.1 0.2 -0.1
C -3.84501 2.07702 -0.54231 0.0 0.0 0.0
H -6.53880 0.52359 -1.20545 0.0 0.0 0.0
H -4.94236 -1.17253 -0.49444 0.0 0.0 0.0
H -2.61968 -1.50325 0.25731 0.0 0.0 0.0
H -4.15855 3.08718 -0.77213 0.0 0.0 0.0

10
Properties=species:S:1:pos:R:3:forces:R:3 method="wB97M-V/def2-TZVPD" charge=+2 s2=3.762 homo_lumo_gap_ev="9.840 / 11.698" spin_multiplicity=4 lumo_energy_ha="-0.406 / -0.423" e_homo_ha="-0.7672 / -0.8526" total_energy_ev=-37000.5974
O 0.00119 2.23961 -3.37521 0.0 -3.5 5.1
C 0.00033 1.59230 -2.40781 -0.1 3.0 -4.6
V -0.02976 0.27526 -0.24281 0.3 3.9 1.2
C 1.59003 -0.77854 -0.59126 7.5 -4.3 -2.1
C -1.62152 -0.78977 -0.58948 -7.9 -4.6 -2.1
O 2.61804 -1.28309 -0.82546 -5.6 2.7 1.4
O -2.64797 -1.29513 -0.83812 5.8 2.8 1.5
O 0.11356 0.26765 1.89045 1.8 -0.2 0.8
H 0.67742 1.01100 2.28447 -1.1 -1.1 -0.4
H 0.37497 -0.53030 2.45973 -0.7 1.2 -0.9

33
Properties=species:S:1:pos:R:3:forces:R:3 method="wB97M-V/def2-TZVPD" charge=+1 homo_lumo_gap_ev=9.873 lumo_energy_ha=-0.087 e_homo_ha=-0.4499 total_energy_ev=-23479.2635 smiles=CS[C@H]1N(C)[C@@H](C)[C@H](C)[N+]1(C)C
C -1.25480 1.84006 -2.64427 -3.7 -1.0 -2.1
S -1.92416 0.44408 -1.69225 0.4 -1.1 0.5
C -0.20579 -0.31457 -1.11534 -0.1 3.4 -3.1
N 0.67304 0.70038 -0.62346 -1.1 0.1 1.9
C 1.88772 1.11665 -1.20201 3.4 0.0 2.2
C 0.53042 0.89655 0.82537 0.3 -2.8 0.1
C -0.15056 2.17646 1.33324 5.4 -1.1 -0.2
C -0.43480 -0.26382 1.15043 -1.4 -0.4 1.6
C -0.30277 -1.07244 2.40961 2.4 1.9 -0.2
N -0.38978 -1.26230 -0.00335 2.5 -0.7 -0.4
C 0.87431 -2.06568 -0.02758 1.5 -2.1 -2.6
C -1.38523 -2.31870 -0.10413 -3.6 1.8 -1.1
H -2.12995 2.30582 -3.30160 1.5 -1.1 1.7
H -0.60748 1.45199 -3.39745 1.2 0.2 -0.1
H -1.01268 2.50604 -1.89898 1.5 1.8 0.9
H 0.26407 -0.59760 -2.08966 -0.6 -1.0 1.0
H 2.84842 0.44999 -1.14059 -1.8 0.6 0.0
H 1.72032 1.42274 -2.13844 -0.4 0.4 -4.2
H 2.26071 2.11539 -0.83711 -0.7 -1.0 0.6
H 1.51516 0.55672 1.26731 -0.7 1.2 0.0
H 0.60252 2.92813 1.49213 0.4 0.4 0.4
H -0.65131 2.02044 2.19675 -1.7 -0.5 2.8
H -0.69904 2.55990 0.60794 -3.1 1.4 -3.3
H -1.36570 0.26516 1.30709 -1.0 -0.6 -1.4
H -0.33586 -0.37828 3.24834 0.8 0.1 0.1
H 0.65602 -1.56813 2.23683 -0.2 -0.4 1.4
H -1.10478 -1.68078 2.65361 -1.5 -1.7 -0.2
H 1.18955 -2.34374 -1.10043 -1.0 0.9 1.4
H 1.74909 -1.70655 0.38810 1.4 2.1 0.9
H 0.90779 -3.04969 0.41569 -1.4 -0.2 0.6
H -1.47891 -2.70757 -1.09721 0.9 -0.4 -0.7
H -1.38509 -3.10782 0.60508 0.6 -0.2 0.9
H -2.34077 -1.79236 -0.07418 -0.3 -0.2 0.6

74
Properties=species:S:1:pos:R:3:forces:R:3 method="wB97M-V/def2-TZVPD" charge=+3 s2=12.677 homo_lumo_gap_ev="2.746 / 2.946" spin_multiplicity=7 lumo_energy_ha="-0.406 / -0.399" e_homo_ha="-0.5069 / -0.5069" total_energy_ev=-88647.0176
Tb 0.86175 0.04151 0.22470 0.8 -0.2 -2.5
P 2.16167 -2.37671 -0.34442 1.1 -1.7 -0.4
P -0.31260 0.30025 -2.35537 -0.7 0.7 -1.7
P -1.36134 -1.65675 0.52739 -1.4 -0.8 0.3
H 0.31673 2.03175 2.06798 0.2 -0.4 -0.1
C 0.04860 1.00403 2.36956 1.1 -0.6 2.6
C 0.99781 0.05924 2.72200 -1.7 1.9 1.7
H 2.06758 0.29733 2.82672 -0.3 0.0 -0.7
C 3.98536 -2.25117 -0.51327 0.0 0.4 0.1
C 1.82953 -3.39487 -1.83481 -0.4 0.3 -0.2
C 2.06645 -3.65589 0.96785 -0.2 0.3 0.3
C -1.45068 1.74275 -2.37318 0.0 0.0 0.5
C 0.89452 0.84216 -3.62859 0.4 -0.1 0.2
C -1.26571 -0.92212 -3.33591 0.1 -0.4 0.3
C -1.61099 -2.26010 2.23965 0.3 0.1 0.1
C -1.65016 -3.21304 -0.38077 0.2 -0.1 -0.3
C -2.94321 -0.77018 0.25334 0.1 0.2 0.0
H -1.01489 0.90255 2.61466 0.3 -0.5 -0.4
H 0.73770 -0.89783 3.18495 -0.3 0.2 -0.3
H 4.42257 -1.73776 0.35188 0.0 -0.2 -0.2
H 4.24407 -1.69404 -1.42253 0.0 -0.2 0.2
H 4.39970 -3.26553 -0.58027 -0.1 0.3 0.0
H 2.01332 -2.79564 -2.73799 -0.1 -0.2 0.2
H 0.79111 -3.75002 -1.84618 0.3 0.1 0.0
H 2.51164 -4.25911 -1.83262 -0.2 0.3 0.1
H 2.36863 -3.21680 1.92820 0.0 -0.3 -0.1
H 2.75429 -4.47346 0.71040 -0.2 0.2 0.1
H 1.04598 -4.04981 1.06195 0.3 0.1 0.0
H -1.76509 1.95238 -3.40781 0.1 -0.1 0.4
H -0.91796 2.61665 -1.97093 -0.2 -0.1 -0.2
H -2.33732 1.55253 -1.75173 0.1 0.1 -0.2
H 0.35795 1.09214 -4.55717 0.2 -0.1 0.4
H 1.61021 0.03293 -3.82889 -0.1 0.2 0.0
H 1.45325 1.71652 -3.27005 -0.1 -0.2 -0.2
H -1.49185 -0.49392 -4.32495 0.1 -0.1 0.4
H -2.20680 -1.18787 -2.83706 0.2 0.1 -0.2
H -0.66664 -1.83303 -3.47412 -0.2 0.2 0.0
H -2.59411 -2.74489 2.29008 0.2 0.1 0.1
H -1.57015 -1.42998 2.95265 -0.2 -0.2 0.0
H -0.83166 -2.98455 2.50663 -0.2 0.1 0.0
H -2.64162 -3.59213 -0.09269 0.3 0.1 -0.1
H -0.89158 -3.96450 -0.12353 -0.3 0.2 0.0
H -1.62561 -3.04719 -1.46481 -0.1 -0.1 0.3
H -3.75865 -1.39500 0.64473 0.2 0.2 -0.1
H -3.11915 -0.56759 -0.81141 0.0 -0.1 0.3
H -2.94423 0.19004 0.78734 -0.1 -0.2 -0.1
C -6.17032 2.37062 -0.81638 -0.1 0.6 0.6
C -6.93863 3.55403 -0.71652 0.6 -0.7 0.4
C -7.23862 4.04488 0.55840 0.0 -0.3 -0.1
C -6.82386 3.35582 1.70408 0.2 -0.1 0.1
C -6.13342 2.14147 1.58529 -0.2 0.1 -0.4
C -5.83979 1.62164 0.31950 -0.1 0.7 0.0
O -5.62136 1.94371 -1.99583 -0.4 0.2 -0.6
H -5.93231 2.52313 -2.71459 0.1 -0.4 0.3
H -7.25594 4.07243 -1.62169 0.1 0.0 0.2
H -7.79997 4.97656 0.65602 0.2 -0.3 0.0
H -7.04508 3.76133 2.69431 0.1 -0.2 -0.4
H -5.81524 1.58671 2.46865 -0.2 0.2 -0.1
H -5.33000 0.67090 0.18334 -0.1 0.2 0.1
S 2.69389 1.81652 -0.49882 0.0 0.1 0.0
C 4.08196 1.48883 0.49160 1.7 -0.2 0.7
N 4.10771 1.76923 1.80902 -0.9 0.0 -1.0
C 5.30491 1.76466 2.65672 0.1 -0.3 0.6
C 6.55621 1.65180 1.81541 0.4 0.3 0.0
C 6.40165 0.66074 0.68398 -0.1 -0.2 0.1
N 5.19953 1.00642 -0.07682 -1.4 0.0 0.0
H 3.25218 2.16427 2.18693 0.4 0.2 -0.2
H 5.22381 0.91796 3.34916 0.0 0.1 -0.1
H 5.31227 2.68371 3.25786 0.0 -0.2 -0.2
H 7.38443 1.33446 2.44703 0.0 0.1 0.0
H 6.80681 2.63191 1.40473 0.1 0.0 0.0
H 6.29482 -0.36383 1.07003 0.1 0.2 -0.1
H 7.25083 0.68491 -0.00313 -0.1 0.0 0.2
H 5.10508 0.67189 -1.02988 0.1 0.4 0.1

45
Properties=species:S:1:pos:R:3:forces:R:3 method="wB97M-V/def2-TZVPD" homo_lumo_gap_ev=6.910 lumo_energy_ha=0.017 e_homo_ha=-0.2369 total_energy_ev=-29464.7321
Sr 13.86093 28.13306 12.47966 -3.1 0.6 -0.1
C 11.18660 27.81958 9.84808 -0.7 0.0 -0.3
C 12.27125 27.92625 10.87081 1.1 1.5 -3.6
O 13.44460 28.19620 10.50365 -3.7 -2.5 -8.3
O 12.09702 27.85155 12.08432 -14.9 -3.6 -0.4
H 11.32643 26.83136 9.40995 -0.5 -0.1 -0.1
H 11.25291 28.53726 9.03037 0.6 0.0 0.1
H 10.18921 27.98290 10.25629 0.0 -0.6 0.3
C 16.10600 29.68775 15.14975 -0.2 0.0 -1.1
C 15.45594 29.05860 13.86991 0.6 -1.0 2.4
O 15.24284 29.75807 12.84846 13.3 -2.2 13.8
O 14.96046 27.86554 13.86948 15.1 1.4 12.1
H 16.39715 30.72894 15.01091 -0.1 0.0 -0.5
H 17.03835 29.15941 15.34888 -0.3 -0.3 0.4
H 15.40299 29.72683 15.98181 0.1 -0.6 0.1
C 13.55518 24.83995 11.40487 -0.5 0.7 0.8
O 14.37659 25.58382 12.36235 -1.9 -3.0 0.8
C 14.05053 25.11296 13.71769 0.1 1.4 0.4
C 12.87869 25.88846 14.46270 0.0 -0.5 -1.0
N 13.14819 27.34347 14.61798 -4.6 -2.7 2.2
C 11.96854 28.18065 14.97910 0.3 -0.5 1.8
C 12.25200 29.68801 14.88560 -0.2 -1.9 -0.6
O 12.57849 29.87189 13.53180 -2.4 3.4 -0.3
C 11.53135 30.61130 12.76797 1.0 -0.7 0.9
H 13.51193 25.31376 10.42419 0.8 0.2 0.1
H 12.51769 24.91659 11.73020 -0.2 -0.3 0.2
H 13.85184 23.79333 11.33637 0.1 0.0 0.0
H 14.95605 25.25754 14.30696 0.1 0.3 -0.1
H 13.88227 24.03911 13.79919 -0.4 -0.1 -0.6
H 12.77065 25.37982 15.42068 0.2 -0.1 0.4
H 11.91814 25.67331 13.99455 0.0 0.4 -0.5
H 13.87315 27.24790 15.31468 -0.2 1.4 0.4
H 11.62661 28.01867 16.00133 0.1 -0.3 0.6
H 11.07504 27.94417 14.40134 0.5 -0.1 -0.6
H 13.10696 29.97360 15.49846 0.0 0.1 0.1
H 11.34453 30.19097 15.21974 0.1 0.4 -0.1
H 11.32025 31.56666 13.24843 0.4 0.2 0.0
H 10.56913 30.10113 12.72389 0.2 -0.6 0.1
H 11.91726 30.71511 11.75387 -0.2 0.1 0.3
O 14.04570 29.90919 11.53945 -6.9 8.0 -10.8
H 14.76486 30.18896 12.10581 -1.4 4.0 -3.5
H 13.72103 30.71914 11.14601 -0.5 0.0 -0.9
O 15.37977 27.38728 11.47222 7.8 -2.7 -4.4
H 16.09284 27.98878 11.25788 0.2 0.5 -0.4
H 15.70661 26.52565 11.21335 0.2 -0.3 0.0